Here is a cluster of 14 separate species, C50H134N10O26 in total at a distorted geometry from the OMol25 dataset. Energies are from wB97M-V/def2-TZVPD.

Properties
Relative energy (zero: lowest compared OMol25 entry of this formula, charge and spin) in eV: 1.075
E_tot in eV: -122145.9331
Gap between HOMO and LUMO in eV: 8.73

Element x y z (Å)
C: 3.2156 -5.5702 2.8742
O: 3.4561 -4.4396 2.4121
N: 4.0598 -6.3196 3.6093
N: 2.0215 -6.1270 2.8188
H: 5.0514 -6.1311 3.5738
H: 3.8789 -7.1891 4.0903
H: 1.2953 -5.8051 2.1950
H: 1.9325 -7.0722 3.1635
C: -3.7561 -1.6254 -4.7458
O: -3.3983 -2.7454 -5.0730
N: -4.2598 -1.3452 -3.6302
N: -3.7451 -0.6063 -5.5069
H: -4.4235 -2.1814 -3.0878
H: -4.4782 -0.4137 -3.3066
H: -3.3634 -0.7642 -6.4286
H: -4.0273 0.2991 -5.1593
C: -1.7670 -7.5836 1.4398
O: -1.0818 -6.3537 1.7197
C: -1.6264 -5.2220 1.0433
C: -2.9656 -4.7076 1.5600
N: -3.2770 -3.3782 1.0656
C: -4.5796 -2.9087 1.6044
C: -4.6629 -1.3475 1.6173
O: -5.9242 -0.8921 2.0244
C: -6.3296 -1.0740 3.3458
H: -1.6058 -8.1184 0.5038
H: -2.8154 -7.5874 1.7378
H: -1.2246 -8.3393 2.0080
H: -1.6343 -5.2584 -0.0461
H: -0.9216 -4.4049 1.1968
H: -2.9674 -4.6934 2.6500
H: -3.6858 -5.4700 1.2632
H: -2.4952 -2.7438 1.1459
H: -4.6851 -3.2118 2.6461
H: -5.4471 -3.3858 1.1484
H: -4.5068 -0.9469 0.6157
H: -3.9306 -0.8805 2.2758
H: -6.6310 -2.0905 3.5989
H: -7.1123 -0.3337 3.5114
H: -5.4868 -0.7557 3.9594
C: 1.0589 3.3796 5.6746
O: 1.2859 4.7471 6.0770
C: 1.3983 5.6411 4.9557
C: 1.8588 7.0532 5.2611
N: 1.0179 7.6571 6.3175
C: 1.5121 8.9572 6.5864
C: 0.4998 9.6384 7.5696
O: 0.9348 9.4396 8.9068
C: 0.1944 10.2669 9.8129
H: 0.0022 3.1132 5.6967
H: 1.4180 2.7537 6.4915
H: 1.5310 3.0119 4.7636
H: 0.4029 5.8170 4.5479
H: 1.9932 5.2448 4.1328
H: 1.8284 7.6945 4.3802
H: 2.8819 6.9486 5.6224
H: 0.9936 7.1540 7.1930
H: 1.3536 9.6912 5.7964
H: 2.5756 9.0493 6.8066
H: -0.5010 9.2321 7.4234
H: 0.4249 10.6960 7.3166
H: 0.6953 11.2285 9.7006
H: 0.3322 9.9210 10.8373
H: -0.8413 10.3814 9.4932
C: 4.4393 0.1741 -5.2407
O: 5.3597 0.7199 -4.3335
C: 5.2067 0.2965 -2.9946
C: 6.2546 1.1368 -2.1368
N: 5.8835 1.2206 -0.7246
C: 6.7045 2.1451 -0.0626
C: 6.3558 2.3577 1.4312
O: 5.1565 2.9881 1.6222
C: 4.7300 3.1657 3.0006
H: 4.8327 0.1567 -6.2571
H: 3.4757 0.6695 -5.1221
H: 4.2141 -0.8898 -5.1657
H: 5.4807 -0.7583 -2.9710
H: 4.2052 0.4868 -2.6087
H: 6.3764 2.0912 -2.6491
H: 7.2200 0.6385 -2.2237
H: 4.9212 1.4529 -0.5244
H: 6.7763 3.1039 -0.5760
H: 7.7194 1.7486 -0.0345
H: 7.0869 2.9941 1.9298
H: 6.4041 1.3919 1.9342
H: 4.5436 2.1561 3.3668
H: 3.8041 3.7395 3.0391
H: 5.3975 3.6860 3.6876
C: 1.9315 0.9498 2.4687
O: 0.9793 0.0328 1.9707
C: 1.6162 -1.2893 1.7282
C: 0.5005 -2.3488 1.6146
N: -0.6280 -1.8684 0.8117
C: -0.3172 -2.0227 -0.6261
C: -1.1997 -1.2231 -1.5702
O: -0.9254 0.1615 -1.4330
C: -1.7383 0.9280 -2.2924
H: 1.3553 1.8416 2.7152
H: 2.6185 1.2379 1.6730
H: 2.4280 0.6454 3.3900
H: 2.3394 -1.5922 2.4854
H: 2.1568 -1.2808 0.7818
H: 0.1986 -2.6366 2.6217
H: 0.8454 -3.3148 1.2460
H: -0.5473 -0.8640 0.8807
H: -0.3802 -3.0753 -0.9019
H: 0.6976 -1.7261 -0.8915
H: -2.2409 -1.4601 -1.3514
H: -1.0326 -1.5655 -2.5915
H: -2.7985 0.6807 -2.2392
H: -1.2636 0.8214 -3.2678
H: -1.6602 2.0049 -2.1435
C: -3.1956 1.9976 4.6052
O: -2.3635 2.7642 3.6922
C: -1.9873 1.9961 2.6016
C: -1.1107 2.8127 1.6298
N: -1.8933 3.8285 0.8143
C: -1.1657 4.3820 -0.4019
C: 0.1840 5.1069 0.0221
O: -0.1114 6.2516 0.8629
C: 0.8635 7.2277 0.9142
H: -2.5145 1.3868 5.1978
H: -3.9112 1.2875 4.1907
H: -3.7575 2.6681 5.2555
H: -2.8539 1.6884 2.0165
H: -1.3764 1.1464 2.9063
H: -0.6925 2.1434 0.8781
H: -0.2278 3.1702 2.1597
H: -2.1837 4.6063 1.3895
H: -1.8426 5.0803 -0.8940
H: -0.9292 3.5482 -1.0630
H: 0.6434 5.5848 -0.8431
H: 0.9263 4.4915 0.5304
H: 1.6517 6.6550 1.4031
H: 0.6735 7.9368 1.7198
H: 1.1598 7.7245 -0.0096
C: -0.7418 -4.8816 -4.2421
O: 0.4527 -5.5665 -4.5356
C: 0.2123 -6.6432 -5.4898
C: 0.1114 -6.1492 -6.9143
N: 1.0034 -5.0151 -7.2680
C: 2.3998 -5.4847 -7.4906
C: 3.0914 -4.3668 -8.2977
O: 3.5238 -3.2252 -7.5314
C: 4.0138 -2.1386 -8.2764
H: -1.3938 -4.7194 -5.1004
H: -0.6089 -3.8510 -3.9130
H: -1.3216 -5.4006 -3.4789
H: -0.4919 -7.4402 -5.2512
H: 1.1391 -7.1950 -5.3326
H: -0.8568 -5.6636 -7.0364
H: 0.0703 -7.0096 -7.5822
H: 1.1163 -4.4252 -6.4559
H: 2.4816 -6.4348 -8.0185
H: 2.9550 -5.6969 -6.5768
H: 2.3565 -3.9694 -8.9978
H: 3.9194 -4.8600 -8.8068
H: 3.2805 -1.3327 -8.2445
H: 4.2535 -2.3984 -9.3075
H: 4.9300 -1.7287 -7.8515
C: 1.1650 -1.4406 5.5482
C: 1.5066 -2.7384 6.3933
O: 2.8628 -2.8434 6.6473
O: 1.6472 -0.2868 6.1849
H: 0.1215 -1.3884 5.2377
H: 1.6383 -1.5593 4.5735
H: 1.2034 -3.6710 5.9174
H: 0.9249 -2.7543 7.3150
H: 3.1201 -3.5727 7.2160
H: 2.5962 -0.3946 6.2816
C: -4.0424 3.1865 -4.6687
C: -3.3120 4.3048 -4.0115
O: -4.0540 4.7432 -2.8831
O: -4.2273 2.0031 -3.8277
H: -3.4021 2.9436 -5.5167
H: -4.9662 3.4759 -5.1696
H: -3.1614 5.1384 -4.6975
H: -2.3413 3.9168 -3.7026
H: -4.0635 3.9273 -2.3773
H: -4.8671 2.2407 -3.1526
C: 1.8847 1.6666 -1.3949
C: 1.5625 2.0424 -2.8761
O: 0.9292 3.3151 -2.9321
O: 3.0963 2.1963 -0.8844
H: 1.9803 0.5808 -1.3995
H: 1.1105 2.0209 -0.7142
H: 1.0239 1.2220 -3.3505
H: 2.4341 2.1421 -3.5230
H: 1.4698 4.0843 -2.7380
H: 3.1990 3.0694 -1.2702
C: -4.8721 1.8688 -0.0531
C: -6.2534 1.7254 -0.6168
O: -6.3229 1.5673 -2.0162
O: -4.2592 3.0932 -0.4563
H: -4.3051 0.9805 -0.3317
H: -4.9273 1.9829 1.0295
H: -6.8769 2.5801 -0.3547
H: -6.7259 0.8488 -0.1735
H: -7.1367 1.1029 -2.2253
H: -3.3915 3.1970 -0.0589
C: 3.3628 -3.7912 -1.6658
C: 2.6745 -3.6477 -3.0520
O: 1.8935 -2.5007 -3.1717
O: 2.8205 -4.6361 -0.6735
H: 3.4456 -2.7865 -1.2511
H: 4.3651 -4.1245 -1.9350
H: 2.0232 -4.5161 -3.1503
H: 3.4649 -3.7166 -3.7994
H: 1.6656 -2.5297 -4.1038
H: 2.6677 -4.0564 0.0763
C: -5.3147 -5.4519 -2.9061
C: -4.3477 -4.9519 -1.7525
O: -4.0831 -3.5415 -1.7523
O: -4.5940 -5.2235 -4.1653
H: -6.2793 -4.9775 -3.0866
H: -5.4860 -6.5273 -2.8585
H: -3.4798 -5.6105 -1.7198
H: -4.8564 -5.1328 -0.8056
H: -3.9621 -3.2627 -0.8416
H: -4.2592 -4.3242 -4.1943